This record from OMol25 describes C28H24ClN3O9STm as an isolated structure in a non-equilibrium geometry. The level of theory is ωB97M-V/def2-TZVPD.

The charge is -1. Its multiplicity is 3. The value obtained for the HOMO-LUMO gap (alpha / beta) is 7.116 / 7.126 eV. For the molar mass, the calculation gives 782.97 g/mol. The expectation value of S² is 2.002. For the HOMO energy (alpha / beta), the calculation gives -4.9 / -4.9 eV. As for the energy above the lowest of the compared OMol25 structures with the same formula, charge and spin: 4.747 eV. For the total energy, the calculation gives -105215.2569 eV.

Cartesian coordinates (Å):
Tm: 0.471 0.241 0.122
O: 2.208 -1.375 1.168
C: 3.279 -1.864 0.381
C: 3.515 -1.000 -0.884
N: 2.935 0.332 -0.711
C: 2.946 1.099 -1.955
C: 1.736 2.106 -2.036
O: 1.899 3.111 -2.709
O: 0.689 1.737 -1.433
C: 3.555 1.075 0.396
C: 2.524 1.394 1.479
O: 3.576 -0.092 2.838
O: 1.505 2.030 1.216
H: 2.722 -0.953 1.993
H: 3.036 -2.889 0.076
H: 4.189 -1.892 0.994
H: 2.998 -1.466 -1.725
H: 4.593 -0.951 -1.109
H: 2.816 0.416 -2.799
H: 3.886 1.650 -2.096
H: 3.922 2.045 0.041
H: 4.376 0.512 0.848
O: -0.911 1.558 4.306
S: 0.081 0.771 3.558
O: 2.724 1.009 2.706
N: -0.621 0.192 2.152
C: -1.980 0.168 2.121
C: -2.787 -0.256 3.177
C: -4.172 -0.178 3.112
C: -4.817 0.369 2.028
C: -4.062 0.817 0.933
C: -4.630 1.459 -0.186
C: -3.817 1.906 -1.193
C: -2.437 1.667 -1.116
N: -1.870 1.060 -0.094
C: -2.644 0.672 0.946
C: 0.165 -0.757 4.594
C: 0.089 -2.031 4.062
C: 0.064 -3.123 4.915
C: 0.149 -2.940 6.286
C: 0.261 -1.661 6.810
C: 0.275 -0.569 5.961
H: -2.315 -0.661 4.058
H: -4.754 -0.530 3.952
H: -5.891 0.480 2.006
H: -5.702 1.609 -0.224
H: -4.226 2.448 -2.033
H: -1.768 1.990 -1.906
H: 0.019 -2.154 2.988
H: -0.035 -4.122 4.512
H: 0.118 -3.795 6.949
H: 0.321 -1.519 7.879
H: 0.336 0.439 6.343
Cl: -3.396 -2.608 -5.719
C: -2.207 -2.119 -4.556
C: -0.952 -1.684 -5.009
C: 0.002 -1.301 -4.116
C: -0.230 -1.316 -2.701
O: 0.667 -0.966 -1.881
C: -1.520 -1.803 -2.275
C: -1.779 -1.954 -0.881
O: -0.981 -1.725 0.033
C: -2.486 -2.188 -3.220
H: -0.757 -1.660 -6.071
H: 0.972 -0.973 -4.456
H: -2.785 -2.347 -0.627
H: -3.440 -2.556 -2.875